No. 1
Computed, not measured: a cluster of 2 separate species, C35H64BClF3N7O3Si2 in total, with ωB97M-V/def2-TZVPD.

- Orbital gap: 0.080 Eh
- Energy relative to the best compared isomer or geometry (same formula, charge and spin): 158.7 kcal per mole
- Calculated total energy: -90997.9080 eV

Structure (ORCA input):
```
! RIJCOSX wB97M-V def2-TZVPD def2/J DEFGRID3
* xyz 0 1
C 1.896 -4.466 -2.575
B 2.089 -3.973 -1.021
O 2.706 -4.971 -0.143
C 1.587 -2.493 -0.458
C 0.735 -2.905 0.820
C 1.434 -2.889 2.247
C 0.449 -2.654 3.522
N 2.704 -3.078 2.539
N 2.863 -1.749 -0.425
C 3.052 -0.584 0.493
C 3.441 0.806 -0.202
C 3.419 1.907 0.987
F 4.598 2.163 1.791
C 2.171 2.587 1.252
F 1.850 3.690 0.423
F 1.298 2.135 2.298
C 3.027 -1.393 -1.877
N 4.226 -1.340 -2.494
C 4.205 -1.016 -3.946
C 3.618 0.478 -4.279
N 4.059 0.809 -5.689
C 5.407 -1.658 -1.641
C 6.836 -1.551 -2.346
C 7.209 -0.070 -2.901
C 7.114 -2.724 -3.455
N 1.685 -1.194 -2.414
C 0.620 -1.651 -1.463
C -0.679 -2.439 -1.978
C -0.954 -2.394 -3.557
C -2.534 -2.717 -3.829
N -3.449 -1.680 -3.271
C -4.257 -2.184 -2.127
C -5.733 -1.585 -2.028
C -6.413 -0.627 -3.040
C -7.860 -0.053 -2.866
C -8.711 -0.425 -1.613
C -8.046 -1.387 -0.574
C -6.596 -1.971 -0.760
O -6.151 -2.847 0.271
C 0.000 -0.256 -0.940
C -0.761 0.598 -2.083
O -2.002 0.797 -1.963
Cl 0.036 1.324 -3.557
H 2.964 -4.691 -2.961
H 1.465 -3.667 -3.265
H 1.332 -5.475 -2.636
H 3.661 -4.708 -0.067
H -0.230 -2.268 0.911
H 0.345 -3.986 0.650
H -0.549 -3.205 3.307
H 0.244 -1.530 3.570
H 0.948 -3.036 4.478
H 3.180 -3.234 1.634
H 3.778 -0.898 1.331
H 2.036 -0.409 1.025
H 2.698 1.190 -0.982
H 4.492 0.859 -0.647
H 5.207 -1.075 -4.482
H 3.473 -1.741 -4.465
H 2.479 0.339 -4.349
H 3.943 1.262 -3.514
H 4.879 1.430 -5.682
H 3.256 1.269 -6.156
H 5.284 -2.765 -1.313
H 5.467 -1.064 -0.658
H 7.619 -1.761 -1.517
H 8.331 0.071 -2.692
H 6.668 0.677 -2.207
H 6.931 0.077 -3.997
H 8.042 -3.345 -3.201
H 7.355 -2.170 -4.432
H 6.187 -3.361 -3.659
H 1.622 -1.481 -3.402
H -0.736 -3.544 -1.660
H -1.598 -1.941 -1.478
H -0.379 -3.164 -4.177
H -0.745 -1.365 -4.045
H -2.678 -2.713 -4.971
H -2.730 -3.780 -3.455
H -4.027 -1.358 -4.057
H -3.728 -1.907 -1.129
H -4.349 -3.343 -2.099
H -5.833 -0.325 -3.977
H -8.338 0.642 -3.631
H -9.776 -0.076 -1.417
H -8.684 -1.680 0.338
H -5.189 -3.035 0.205
H -0.807 -0.451 -0.132
H 0.747 0.465 -0.464
C -4.719 6.492 6.956
Si -3.945 5.369 5.644
C -3.881 6.366 4.051
C -5.126 3.924 5.406
N -2.383 4.875 6.189
Si -1.390 3.837 5.237
C -0.924 4.590 3.575
C -2.168 2.150 4.937
C 0.231 3.527 6.164
H -5.714 6.820 6.633
H -4.823 5.960 7.906
H -4.100 7.380 7.118
H -4.850 6.841 3.862
H -3.657 5.735 3.187
H -3.126 7.154 4.115
H -5.115 3.266 6.278
H -4.874 3.337 4.520
H -6.150 4.291 5.273
H -1.770 4.605 2.886
H -0.129 4.001 3.104
H -0.555 5.612 3.702
H -2.542 1.722 5.870
H -1.424 1.459 4.522
H -2.992 2.205 4.222
H 0.040 3.048 7.127
H 0.763 4.466 6.338
H 0.881 2.868 5.576
*
```

Mulliken atomic charge list, values in e, 5 entries: number 1, C, carries -0.50; number 2, B, carries 0.52; number 3, O, carries -0.60; number 4, C, carries -0.49; number 5, C, carries -0.89

=====

No. 2
Computed, not measured: a cluster of 11 separate species, C35H64Br2O30 in total, with ωB97M-V/def2-TZVPD.

- Orbital gap: 0.388 Eh
- SMILES: C[C@H]1COC(=O)O1.C[C@H]1COC(=O)O1.C[C@H]1COC(=O)O1.COC(=O)OC.COC(=O)OC.COC(=O)OC.COC(=O)OC.COC(=O)OC.COC(=O)OC.COC(=O)OC.BrCCBr
- Calculated total energy: -238839.6387 eV

Structure (ORCA input):
```
! RIJCOSX wB97M-V def2-TZVPD def2/J DEFGRID3
* xyz 0 1
C -0.278 1.220 -1.768
C -0.011 0.137 -0.703
C 1.424 -0.082 -0.388
O 1.454 -0.291 1.013
C 0.284 0.131 1.530
O 0.007 0.202 2.725
O -0.560 0.502 0.549
H 0.203 0.983 -2.717
H -0.008 2.237 -1.482
H -1.366 1.198 -1.827
H -0.433 -0.843 -0.926
H 2.078 0.711 -0.752
H 1.899 -1.011 -0.702
C -3.478 0.199 4.251
C -4.246 1.440 3.943
C -3.865 2.182 2.681
O -5.127 2.530 2.143
C -6.118 1.766 2.638
O -7.381 1.931 2.372
O -5.609 1.183 3.755
H -3.564 -0.518 3.435
H -3.790 -0.253 5.193
H -2.433 0.457 4.421
H -4.336 2.106 4.801
H -3.315 1.508 2.025
H -3.214 3.019 2.934
C 1.680 -2.946 3.519
C 1.243 -2.824 4.983
C 0.217 -1.830 5.407
O -0.567 -2.548 6.341
C -0.306 -3.821 6.283
O -0.860 -4.647 6.969
O 0.577 -4.035 5.294
H 0.841 -2.605 2.912
H 1.926 -3.973 3.251
H 2.424 -2.224 3.180
H 2.163 -2.693 5.552
H -0.337 -1.485 4.534
H 0.776 -0.957 5.744
C 2.556 1.385 3.797
O 2.523 1.912 5.086
C 3.165 1.360 6.131
O 3.674 0.240 6.159
O 3.325 2.271 7.030
C 4.205 2.150 8.084
H 2.134 0.385 3.707
H 3.525 1.380 3.296
H 1.939 2.094 3.245
H 3.974 1.229 8.620
H 4.111 3.002 8.758
H 5.215 2.123 7.675
C 2.095 1.275 -5.089
O 2.021 0.132 -5.811
C 2.001 -1.062 -5.243
O 2.128 -1.335 -4.023
O 1.997 -1.939 -6.256
C 1.923 -3.330 -6.018
H 2.464 2.069 -5.738
H 2.868 1.132 -4.333
H 1.133 1.580 -4.677
H 1.975 -3.951 -6.913
H 0.942 -3.633 -5.650
H 2.720 -3.716 -5.384
C -4.275 1.495 -1.657
O -5.596 1.482 -1.219
C -6.400 0.382 -1.435
O -5.973 -0.617 -1.947
O -7.523 0.558 -0.822
C -8.265 -0.577 -0.401
H -3.755 0.539 -1.716
H -3.698 2.081 -0.942
H -4.290 1.970 -2.638
H -7.636 -1.353 0.035
H -8.764 -0.999 -1.274
H -9.083 -0.283 0.256
C -1.380 -5.116 1.264
O -0.499 -5.297 0.196
C 0.047 -4.279 -0.339
O 0.025 -3.073 0.108
O 0.484 -4.684 -1.535
C 1.249 -3.755 -2.350
H -2.351 -4.691 1.008
H -0.873 -4.455 1.966
H -1.534 -5.993 1.893
H 1.444 -4.231 -3.310
H 2.223 -3.613 -1.882
H 0.756 -2.800 -2.533
C 4.228 -2.647 0.840
O 4.656 -2.423 -0.444
C 4.741 -1.139 -1.001
O 4.363 -0.101 -0.446
O 5.244 -1.246 -2.250
C 5.548 -0.056 -2.996
H 3.149 -2.502 0.887
H 4.696 -1.882 1.460
H 4.469 -3.641 1.216
H 5.748 -0.267 -4.047
H 6.317 0.461 -2.422
H 4.682 0.605 -2.993
C -1.615 -1.012 -6.898
O -1.677 -1.816 -5.688
C -1.792 -1.271 -4.486
O -2.053 -0.090 -4.251
O -1.852 -2.231 -3.499
C -2.600 -2.070 -2.284
H -0.817 -0.270 -6.887
H -2.610 -0.583 -7.020
H -1.434 -1.508 -7.852
H -2.350 -1.104 -1.847
H -2.577 -2.873 -1.547
H -3.642 -1.971 -2.590
C -1.709 3.843 -4.170
O -2.067 4.109 -2.867
C -1.278 4.729 -1.992
O -0.156 5.127 -2.320
O -1.960 4.927 -0.850
C -1.380 5.607 0.195
H -2.113 2.892 -4.518
H -0.639 3.773 -4.369
H -2.128 4.643 -4.780
H -0.894 4.933 0.901
H -2.100 6.236 0.716
H -0.576 6.309 -0.025
Br 6.962 3.961 0.340
C 4.970 4.222 0.419
C 4.313 2.980 -0.205
Br 2.376 3.281 -0.167
H 4.782 5.146 -0.128
H 4.690 4.532 1.426
H 4.516 2.083 0.380
H 4.632 2.805 -1.233
*
```

Mulliken atomic charge list, values in e, 5 entries: number 1, C, carries 0.07; number 2, C, carries 2.25; number 3, C, carries -0.11; number 4, O, carries 0.81; number 5, C, carries -0.12

=====

Number 1 is which compound?
C35H64BClF3N7O3Si2

=====

Among the records above, which one has the lowest calculated total energy?
C35H64Br2O30

=====

Which of these has the highest orbital gap?
C35H64Br2O30